1.
Below is a 2-piece molecular cluster, C6H14N2O overall, with properties calculated with ωB97M-V/def2-TZVPD.

Each line ends with the Löwdin charge.
Atoms and positions in Å:
C: -2.525 -1.138 0.228  -0.19
C: -0.263 -1.067 -0.343  -0.16
C: -0.178 -1.959 -1.327  -0.02
O: -2.877 0.001 0.500  -0.04
H: -1.807 1.141 -0.569  0.05
H: -2.206 -1.812 1.040  0.10
H: -2.756 -1.616 -0.736  0.09
H: -0.054 -1.420 0.665  0.09
H: -0.040 -3.026 -1.188  0.06
H: -0.347 -1.664 -2.357  0.07
C: 0.642 1.480 1.573  -0.08
C: 2.398 0.329 0.328  -0.10
N: 1.142 1.042 0.281  -0.25
C: 0.182 0.573 -0.653  -0.38
N: -0.874 1.490 -0.783  0.06
H: -0.875 1.907 -1.705  0.08
H: 0.713 0.455 -1.608  0.13
H: 1.419 2.074 2.055  0.08
H: -0.210 2.133 1.404  0.07
H: 2.730 0.114 -0.687  0.08
H: 3.141 0.952 0.825  0.08
H: 2.312 -0.639 0.840  0.08
H: 0.334 0.650 2.219  0.08

As for the molar mass: 130.191 g/mol. The largest force on an atom is 0.0625 Eh/bohr. The value obtained for the HOMO-LUMO gap is 8.38 eV. Its multiplicity is 1. As for the LUMO energy: 0.3 eV. As for the energy: -11473.5695 eV. The SMILES is C=C[C@@H](N)N(C)C.C=O. The value obtained for the HOMO energy is -8.1 eV.


2.
Below is one molecule with the formula C5H9NO, with properties calculated with ωB97M-V/def2-TZVPD.

Each line ends with the Löwdin charge.
Atoms and positions in Å:
C: 1.311 0.039 -1.926  -0.11
N: 0.861 0.297 -0.565  -0.14
C: 1.227 -0.693 0.419  -0.12
C: -0.182 -0.602 -0.108  -0.26
C: -1.226 -0.140 0.760  -0.37
O: -1.974 -1.152 0.969  0.05
C: -1.521 1.207 1.310  0.01
H: 2.331 0.420 -2.032  0.08
H: 0.656 0.573 -2.623  0.08
H: 1.293 -1.032 -2.191  0.08
H: 1.800 -1.572 0.106  0.10
H: 1.505 -0.297 1.396  0.10
H: -1.253 -1.684 0.163  0.20
H: -2.413 1.613 0.818  0.10
H: -1.739 1.147 2.380  0.10
H: -0.677 1.876 1.124  0.09

As for the molar mass: 99.133 g/mol. The largest force on an atom is 0.0059 Eh/bohr. The value obtained for the HOMO-LUMO gap is 9.01 eV. Its multiplicity is 1. As for the LUMO energy: 0.6 eV. As for the energy: -8864.2829 eV. The SMILES is C/C(O)=C1/CN1C. The value obtained for the HOMO energy is -8.4 eV.


Q: Which of these has the lowest molar mass?
A: C5H9NO


Q: Among the records above, which one has the highest energy?
A: C5H9NO